Entry 1:
The following is a quantum chemistry calculation of an isolated molecule of C4H5NO2, from the OMol25 dataset.

XYZ file:
```
12
Properties=species:S:1:pos:R:3:forces:R:3
O -1.0094 2.2922 -0.3495 0.190 -0.391 0.255
C -0.4360 1.3124 0.0234 -0.288 0.217 -0.099
C -1.0225 -0.0435 0.3102 -0.023 0.015 0.008
C -0.1811 -1.1301 -0.3750 -0.111 -0.049 -0.035
N 1.2498 -0.9131 -0.2478 0.118 0.325 0.246
C 1.6582 0.2260 0.0918 0.044 -0.365 -0.074
O 0.9216 1.3770 0.2641 -0.043 0.072 -0.184
H -0.9894 -0.1888 1.3975 0.024 0.052 -0.132
H -2.0669 -0.0538 -0.0072 0.164 -0.009 0.026
H -0.4398 -1.2118 -1.4381 0.113 0.056 0.123
H -0.3959 -2.1042 0.0731 -0.061 0.116 -0.097
H 2.7115 0.4379 0.2575 -0.127 -0.040 -0.038
```
Positions in Å, forces in eV/Å.

Values from the calculation:
highest occupied orbital energy: -10.48 eV
orbital gap: 11.2 eV
charge: 0
lowest unoccupied orbital energy: 0.7 eV
energy above the lowest of the compared OMol25 structures with the same formula, charge and spin: 0.446 eV
structure (SMILES): O=C1CCN=CO1

=====

Entry 2:
The following is a quantum chemistry calculation of C11H9F6IrN4O9S3 as an isolated structure, from the OMol25 dataset.

XYZ file:
```
43
Properties=species:S:1:pos:R:3:forces:R:3
Ir 0.9582 -0.2877 -0.0638 0.189 -0.447 0.590
O 2.7690 5.3101 -1.0264 0.011 0.033 0.000
C 2.2943 4.0733 -0.8069 0.048 -0.065 -0.001
C 0.9324 3.8127 -0.6330 -0.070 -0.069 0.018
C 0.5474 2.5074 -0.4192 0.032 -0.054 -0.017
N 1.4655 1.5507 -0.3808 0.097 -0.163 -0.119
C 2.7782 1.7603 -0.5318 -0.079 0.008 0.087
C 3.2342 3.0348 -0.7528 -0.023 0.028 -0.028
C 3.6344 0.4911 -0.4313 0.034 0.013 -0.032
O 4.8274 0.5835 -0.5686 0.013 -0.021 0.021
O 2.9611 -0.6157 -0.2144 -0.054 0.229 -0.070
C -0.8545 1.9613 -0.1747 -0.028 0.127 -0.003
O -1.7741 2.7356 0.0165 -0.001 -0.015 -0.027
O -0.9205 0.6692 -0.1432 0.062 0.052 0.040
H 2.0508 5.9529 -1.0532 -0.004 -0.002 -0.008
H 0.1772 4.5877 -0.6643 0.013 0.020 0.005
H 4.2911 3.2168 -0.8838 0.002 0.024 0.004
F -3.6729 -4.3672 -1.2529 -0.002 0.013 0.030
C -3.1571 -3.2815 -1.8141 -0.001 -0.009 -0.015
F -4.1159 -2.3679 -1.9517 0.028 0.027 -0.010
F -2.6787 -3.5910 -3.0129 0.019 -0.028 0.015
S -1.8193 -2.5658 -0.7661 -0.173 0.180 0.022
O -1.1316 -1.6038 -1.5855 -0.139 -0.049 -0.295
O -2.4897 -2.0855 0.4172 0.025 -0.064 -0.009
N -0.9693 -3.8663 -0.4977 0.072 -0.049 0.103
S 0.5543 -3.7080 -0.2111 0.092 -0.229 -0.150
O 0.8988 -2.4278 0.4215 -0.240 0.356 -0.052
O 1.0928 -4.8637 0.4133 -0.011 0.012 -0.024
C 1.3867 -3.6071 -1.8824 0.033 0.008 -0.068
F 1.5501 -2.3331 -2.2601 -0.020 -0.007 -0.001
F 2.5782 -4.1810 -1.8200 -0.006 0.025 0.043
F 0.6514 -4.2269 -2.7977 0.002 -0.013 0.022
C -3.0219 0.3840 2.3920 -0.039 0.024 -0.011
N -1.6708 -0.1531 2.3451 0.029 0.069 0.031
C -0.6068 0.5814 2.5059 -0.029 -0.271 0.053
N -0.6951 1.8332 2.9480 0.025 0.078 -0.111
S 1.0025 -0.0949 2.1976 0.144 0.328 -0.093
H -3.7098 -0.4264 2.1763 0.005 0.000 -0.017
H -3.1405 1.1618 1.6331 -0.007 -0.011 -0.003
H -3.2361 0.7791 3.3863 0.001 -0.004 0.001
H -1.5577 -1.0393 1.8610 -0.030 -0.046 -0.013
H -1.5682 2.3373 2.8978 -0.023 -0.039 0.098
H 0.1546 2.3696 2.9891 0.003 0.001 -0.008
```
Positions in Å, forces in eV/Å.

Values from the calculation:
highest occupied orbital energy: -9.50 eV
orbital gap: 7.8 eV
charge: 0
lowest unoccupied orbital energy: -1.7 eV
energy above the lowest of the compared OMol25 structures with the same formula, charge and spin: 1.123 eV

=====

Entry 3:
The following is a quantum chemistry calculation of an isolated ion of composition C4H9Br2N4 and charge +1 in a non-equilibrium geometry, from the OMol25 dataset.

XYZ file:
```
19
Properties=species:S:1:pos:R:3:forces:R:3
C 0.0528 -0.2667 -2.6440 -0.345 -0.155 -0.077
C -0.7313 0.8837 -2.0731 0.249 -0.080 0.222
Br -1.9866 1.6918 -3.1724 -0.189 0.103 -0.204
C -0.5453 1.3207 -0.8280 -0.038 -0.017 0.076
Br -1.4386 2.7388 0.0015 -0.080 0.122 0.011
N 0.4483 0.7167 0.0072 0.166 -0.295 -0.557
C 0.1661 -0.2082 0.9087 -0.471 -0.301 0.035
N -1.1277 -0.5544 1.1277 0.512 -0.832 0.115
N 1.1356 -0.7956 1.6301 0.466 1.362 0.670
N 0.8551 -1.0447 3.0305 -0.483 -0.711 -0.414
H 1.1226 -0.0647 -2.6383 0.032 -0.036 0.000
H -0.2650 -0.4725 -3.6626 0.107 0.099 -0.019
H -0.1542 -1.1767 -2.0751 0.181 0.003 0.044
H 1.4073 1.0090 -0.1274 0.008 -0.023 0.087
H -1.1912 -1.2989 1.8156 -0.085 0.020 0.043
H -1.6020 -0.8665 0.2856 -0.353 0.676 -0.066
H 2.0341 -0.3413 1.5083 0.057 -0.108 -0.009
H 0.1228 -0.4190 3.3497 0.201 0.287 0.064
H 1.6971 -0.8515 3.5559 0.062 -0.113 -0.022
```
Positions in Å, forces in eV/Å.

Values from the calculation:
highest occupied orbital energy: -12.88 eV
orbital gap: 9.4 eV
charge: +1
lowest unoccupied orbital energy: -3.5 eV
structure (SMILES): C/C(Br)=C(/Br)N/C(N)=[NH+]/N